Record 1
{
  "formula": "C5H8N2O",
  "method": "the ωB97M-V functional and the def2-TZVPD basis",
  "homo_lumo_gap_ev": [7.2, 7.2],
  "elements": ["C", "C", "C", "N", "C", "O", "C", "N", "H", "H", "H", "H", "H", "H", "H", "H"],
  "positions_angstrom": [[1.04162, -0.71640, 0.34773], [-2.53703, -0.64118, -0.03422], [1.18101, 0.37813, -0.52607], [0.97372, -0.50932, 1.67774], [2.24658, 0.88738, -1.11403], [-1.31280, -0.00865, -0.30458], [-0.58275, 1.20088, -0.62625], [-0.94462, 2.30259, -0.84807], [0.93624, -1.74348, 0.02705], [1.07688, 0.44754, 1.98749], [1.01351, -1.26091, 2.34865], [-3.34213, -0.09024, -0.52559], [-2.40265, -1.62670, -0.50194], [-2.75486, -0.80533, 1.02263], [2.32007, 1.89878, -1.49015], [3.08721, 0.28692, -1.44037]],
  "forces_ev_per_angstrom": [[-0.25, 0.28, 0.32], [-0.49, 0.71, -1.16], [-1.04, 0.32, 0.93], [0.47, 0.04, -1.22], [-0.01, 0.07, -0.79], [3.78, -0.82, 0.27], [-2.23, -0.89, 0.91], [0.95, 0.12, -0.19], [-0.25, -0.13, -0.05], [0.01, -0.14, 0.17], [-0.17, 0.10, -0.18], [-0.27, -0.25, 0.20], [-0.43, 0.20, 0.09], [0.23, 0.44, 0.15], [-0.75, 0.11, -0.36], [0.45, -0.17, 0.92]]
}

***

Record 2
{
  "formula": "C4H17NO5",
  "method": "the ωB97M-V functional and the def2-TZVPD basis",
  "homo_lumo_gap_ev": 9.9,
  "smiles": "OCCCNCO.O.O.O",
  "elements": ["O", "C", "C", "C", "N", "C", "O", "H", "H", "H", "H", "H", "H", "H", "H", "H", "H", "H", "O", "H", "H", "O", "H", "H", "O", "H", "H"],
  "positions_angstrom": [[-0.75482, 1.19782, -0.38907], [-0.91335, 1.49717, -1.72522], [-0.04064, 0.69673, -2.73342], [0.84933, -0.41333, -2.15729], [0.07605, -1.57229, -1.64314], [0.42277, -2.28103, -0.45003], [-0.17048, -1.49338, 0.62419], [-0.71121, 0.26922, -0.09856], [-0.71004, 2.56870, -1.64039], [-2.01634, 1.40712, -1.96766], [-0.86746, 0.30478, -3.36574], [0.59697, 1.41144, -3.28789], [1.56091, -0.79966, -2.90122], [1.39673, 0.02735, -1.29308], [-0.93631, -1.61617, -1.77559], [-0.01331, -3.24709, -0.36164], [1.54943, -2.33170, -0.32484], [-0.01469, -1.55457, 1.57672], [-0.94192, 1.86293, 2.44487], [-1.85135, 1.66182, 2.67791], [-0.87888, 1.91195, 1.48217], [-0.07052, -0.92907, 3.78979], [-0.70723, -0.21674, 3.67810], [0.80609, -0.50003, 3.71633], [1.66530, 0.62817, 2.28701], [1.62766, 0.15210, 1.45796], [1.04732, 1.35778, 2.37971]],
  "forces_ev_per_angstrom": [[0.54, -0.61, 2.54], [-1.05, 0.47, 0.13], [-0.93, 0.29, -0.17], [-0.62, -0.34, 1.16], [-0.33, -1.08, -0.17], [1.35, 2.16, 0.65], [-0.50, 1.12, -0.13], [-0.05, -0.23, -0.60], [0.13, 0.03, -1.18], [1.07, -0.01, -0.15], [1.24, -0.20, -0.40], [-0.40, -0.51, 0.04], [-0.14, 0.45, 0.13], [-0.03, -0.25, -0.59], [0.66, 0.48, -0.27], [-0.26, -0.89, -0.46], [-1.22, 0.00, -0.20], [0.54, -0.78, 0.07], [0.26, 0.12, 0.42], [-0.06, 0.12, -0.26], [-0.37, -0.15, -0.35], [0.32, -0.32, 0.08], [0.21, 0.14, -0.08], [-0.62, -0.06, -0.21], [1.27, -0.16, 0.93], [-0.64, 0.44, -0.29], [-0.39, -0.22, -0.64]]
}

***

Record 3
{
  "formula": "C35H68F5N6O6PS",
  "method": "the ωB97M-V functional and the def2-TZVPD basis",
  "homo_lumo_gap_ev": [4.5, 5.1],
  "s2": 3.76,
  "total_charge": 1,
  "spin_multiplicity": 4,
  "elements": ["C", "C", "F", "C", "N", "S", "C", "O", "O", "C", "N", "C", "F", "F", "C", "F", "F", "N", "C", "P", "O", "H", "H", "H", "H", "H", "H", "H", "H", "H", "H", "H", "H", "H", "H", "C", "C", "C", "C", "C", "C", "N", "O", "C", "C", "C", "H", "H", "H", "H", "H", "H", "H", "H", "H", "H", "H", "H", "H", "H", "H", "H", "H", "H", "C", "C", "C", "C", "C", "C", "N", "O", "C", "C", "C", "H", "H", "H", "H", "H", "H", "H", "H", "H", "H", "H", "H", "H", "H", "H", "H", "H", "H", "C", "C", "C", "C", "C", "C", "N", "O", "C", "C", "C", "H", "H", "H", "H", "H", "H", "H", "H", "H", "H", "H", "H", "H", "H", "H", "H", "H", "H"],
  "positions_angstrom": [[-4.50918, -6.23989, 2.25874], [-4.05648, -4.67288, 2.05970], [-4.16249, -4.04007, 3.42762], [-2.43631, -4.53149, 1.66669], [-2.40974, -3.84120, 0.32391], [-0.81671, -3.58289, -0.30772], [0.15933, -2.65059, 1.04395], [0.00768, -4.88473, -0.57576], [-0.83727, -2.65598, -1.58014], [-3.39638, -4.39963, -0.66290], [-3.15126, -5.21488, -1.73515], [-4.22975, -5.75943, -2.69292], [-4.95997, -4.62615, -3.36207], [-3.50867, -6.46180, -3.81969], [-5.22124, -6.86708, -2.00195], [-4.54725, -7.80758, -1.07687], [-5.84914, -7.62905, -3.14572], [-4.87834, -4.05871, -0.39760], [-5.03326, -3.79009, 1.08230], [-6.86130, -4.22605, 1.58271], [-7.86984, -3.07971, 1.16020], [-3.53396, -6.90670, 2.29345], [-5.25991, -6.62962, 1.45006], [-4.99774, -6.34675, 3.34134], [-1.89304, -3.90648, 2.52469], [-1.91976, -5.58099, 1.63667], [0.35591, -3.45766, 1.89309], [-0.55270, -1.83874, 1.53279], [1.16454, -2.20003, 0.64229], [-2.17528, -5.51200, -1.94958], [-6.13342, -6.28849, -1.49728], [-5.02700, -3.15875, -0.90880], [-4.93714, -2.62552, 1.28182], [-6.94351, -4.32497, 3.04655], [-7.21574, -5.54309, 1.03920], [6.29720, 1.58755, 1.39222], [5.76117, 0.13121, 1.36869], [6.78197, -0.88093, 0.76681], [6.87869, -0.87237, -0.75193], [5.49753, -1.00599, -1.37903], [4.51227, 0.07382, -0.86199], [4.44562, 0.12600, 0.64762], [3.73564, -1.00937, 1.07976], [4.94876, 1.43768, -1.47288], [3.10538, -0.15501, -1.50067], [5.69226, -0.22030, 2.89858], [5.96860, 2.21423, 0.56750], [5.93574, 2.13043, 2.27892], [7.39009, 1.61682, 1.40623], [6.49573, -1.89998, 1.06434], [7.77836, -0.71715, 1.19357], [7.37974, 0.03928, -1.08890], [7.51197, -1.70562, -1.07925], [5.59689, -0.94158, -2.47060], [5.10551, -2.01089, -1.17102], [4.35142, 2.26232, -1.06959], [4.80797, 1.44279, -2.56274], [6.00542, 1.66526, -1.33040], [2.69442, -1.14697, -1.28797], [3.15006, -0.07030, -2.59435], [2.39060, 0.59820, -1.14785], [4.95904, 0.40795, 3.42614], [6.66619, -0.04597, 3.36827], [5.43838, -1.26840, 3.08600], [-5.26134, 1.72334, 3.57139], [-4.11217, 0.75567, 3.96104], [-4.62809, -0.61602, 4.49114], [-5.13003, -0.60409, 5.92777], [-4.09370, 0.01810, 6.85385], [-3.66362, 1.43235, 6.38589], [-3.21877, 1.45715, 4.94105], [-1.95715, 0.83755, 4.87558], [-4.85966, 2.39518, 6.64333], [-2.56263, 1.98683, 7.34506], [-3.46255, 0.43565, 2.56660], [-5.52243, 2.45883, 4.32753], [-4.98359, 2.34262, 2.70481], [-6.17661, 1.18294, 3.31504], [-3.81117, -1.35033, 4.44279], [-5.41570, -1.00632, 3.83611], [-6.08314, -0.07125, 5.98574], [-5.33706, -1.63234, 6.24768], [-4.50766, 0.06108, 7.86990], [-3.22074, -0.64621, 6.91209], [-4.65728, 3.39475, 6.24410], [-5.04533, 2.51151, 7.72020], [-5.80654, 2.03850, 6.23734], [-1.67903, 1.34320, 7.40069], [-2.94181, 2.07551, 8.37155], [-2.24200, 2.98783, 7.03215], [-3.01751, 1.33302, 2.11131], [-4.22492, 0.06444, 1.87340], [-2.68850, -0.33629, 2.62198], [3.13710, 4.02033, -7.76383], [2.88581, 3.57554, -6.29829], [1.49009, 4.01506, -5.76212], [1.38760, 5.47790, -5.35521], [2.51429, 5.85037, -4.40097], [3.91117, 5.51486, -4.98426], [4.01726, 4.08126, -5.45289], [4.08222, 3.26523, -4.30844], [4.19408, 6.52560, -6.13413], [5.01317, 5.86909, -3.93559], [2.79534, 2.01312, -6.43806], [3.71946, 4.93078, -7.87698], [3.73218, 3.27271, -8.31022], [2.20074, 4.16446, -8.30967], [1.24162, 3.41676, -4.87374], [0.71009, 3.78902, -6.49849], [1.39567, 6.11415, -6.24449], [0.42126, 5.65113, -4.86667], [2.44335, 6.92161, -4.17083], [2.36351, 5.32672, -3.44712], [5.12604, 6.28256, -6.65555], [4.30294, 7.54632, -5.74176], [3.38884, 6.59597, -6.86574], [4.88531, 5.34189, -2.98490], [4.99979, 6.94035, -3.69571], [6.01138, 5.63876, -4.32706], [3.75063, 1.57995, -6.77033], [2.04072, 1.74595, -7.18552], [2.50277, 1.51631, -5.50763]],
  "forces_ev_per_angstrom": [[0.51, 0.01, 0.91], [0.63, 0.01, 1.22], [0.08, -1.17, -3.13], [-1.06, -0.68, 1.87], [-1.13, -1.76, -2.10], [6.54, 0.74, -5.44], [-1.10, -0.22, 2.21], [-4.01, 3.69, 1.39], [-1.33, -3.48, 4.98], [-1.59, -0.11, -0.14], [-0.82, 1.56, 1.34], [0.58, -0.16, -3.55], [2.34, -3.89, 2.76], [-1.98, 2.60, 4.13], [-2.20, -1.23, -1.06], [-1.74, 3.20, -3.08], [2.41, 2.26, 3.72], [4.17, -0.55, 0.35], [-0.11, 0.59, 1.63], [-3.54, 3.89, -0.56], [3.36, -3.53, 0.76], [-2.17, 1.28, -0.26], [1.63, 0.77, 1.46], [0.94, 0.38, -2.49], [-1.38, -1.01, -2.21], [-1.01, 1.93, -0.20], [-0.19, 1.65, -1.99], [1.54, -1.50, -1.32], [-2.10, -1.02, 0.24], [-0.56, 0.32, 0.10], [2.25, -1.59, -0.79], [-0.12, -0.88, 0.22], [-0.04, -2.47, -0.03], [0.71, -0.39, -1.27], [0.69, 0.96, 0.43], [-0.08, 0.51, -0.15], [1.30, 0.93, 1.35], [-0.30, -0.22, -0.30], [0.11, 0.06, 0.04], [0.00, -0.15, 0.31], [-0.36, 0.99, -1.83], [-1.05, -5.07, 0.73], [1.31, 3.25, -0.98], [0.16, 0.08, 0.08], [0.02, -0.30, 0.63], [-0.93, -0.28, -0.43], [0.09, -0.24, -0.12], [0.13, -0.37, -0.12], [-0.10, -0.11, 0.06], [-0.17, 0.24, 0.10], [-0.27, 0.20, 0.12], [-0.08, 0.01, -0.06], [-0.07, 0.13, 0.04], [-0.27, 0.21, 0.19], [-0.08, 0.18, 0.13], [0.09, -0.12, -0.01], [-0.15, -0.20, 0.34], [-0.11, -0.01, 0.14], [0.14, 0.12, 0.15], [0.30, 0.08, 0.32], [0.16, -0.11, 0.02], [0.15, -0.17, -0.26], [-0.05, 0.14, -0.37], [-0.07, 0.17, -0.18], [-0.23, 0.43, 0.03], [-1.12, 0.09, -1.55], [0.29, 0.02, 0.36], [-0.12, -0.02, -0.06], [0.18, -0.13, -0.28], [-0.64, 1.06, 1.72], [3.49, -3.73, 0.27], [-3.12, 2.04, 0.05], [-0.19, 0.01, -0.20], [0.36, -0.33, -0.56], [0.76, 0.33, 0.66], [0.04, -0.26, 0.12], [0.04, -0.36, 0.16], [0.13, -0.04, -0.02], [0.09, 0.27, -0.08], [0.08, 0.28, -0.12], [0.04, 0.04, 0.05], [0.00, 0.13, -0.04], [0.18, 0.29, -0.17], [0.01, 0.21, -0.12], [-0.01, -0.16, -0.01], [0.34, -0.16, -0.25], [0.11, 0.05, -0.10], [-0.16, 0.10, -0.25], [-0.21, -0.11, -0.38], [-0.06, -0.22, -0.04], [-0.10, -0.25, 0.23], [-0.21, 0.18, 0.29], [0.01, 0.15, 0.21], [0.30, 0.26, -0.33], [-0.63, -0.82, -1.73], [0.15, 0.17, 0.39], [-0.06, -0.01, -0.10], [-0.06, -0.33, 0.03], [0.76, 1.92, -0.01], [-1.54, -2.23, 4.35], [0.34, 2.07, -3.10], [-0.10, -0.06, -0.24], [-0.17, -0.70, 0.09], [0.67, 0.21, 0.79], [-0.19, 0.05, 0.19], [-0.29, 0.03, 0.29], [0.03, -0.10, 0.11], [0.28, -0.06, -0.14], [0.32, -0.10, -0.08], [0.06, 0.05, 0.04], [0.12, -0.01, -0.09], [0.33, -0.17, -0.09], [0.18, -0.08, -0.16], [-0.15, -0.04, 0.06], [0.00, -0.40, 0.19], [0.09, -0.14, 0.01], [-0.02, -0.12, -0.28], [-0.23, -0.23, -0.30], [-0.21, -0.05, 0.03], [-0.22, 0.22, 0.15], [0.10, 0.38, 0.01], [0.14, 0.21, -0.03]]
}

***

Record 4
{
  "formula": "CH11N2O3",
  "method": "the ωB97M-V functional and the def2-TZVPD basis",
  "homo_lumo_gap_ev": [9.1, 4.3],
  "s2": 0.79,
  "total_charge": 2,
  "spin_multiplicity": 2,
  "elements": ["N", "C", "N", "H", "H", "H", "H", "H", "H", "H", "O", "H", "H", "O", "H", "H", "O"],
  "positions_angstrom": [[0.65777, -0.71557, -0.29439], [0.04492, -0.95295, -1.45138], [-1.24264, -0.71219, -1.47719], [0.18805, -0.28476, 0.52924], [1.70595, -0.69813, -0.22308], [0.65526, -1.32952, -2.27184], [-1.73058, -0.99326, -2.33956], [-1.89376, -0.33346, -0.73759], [3.79670, -1.59099, 0.38194], [3.07190, -2.56777, -0.53283], [3.31394, -1.62520, -0.44660], [-2.13298, 0.43989, 1.68587], [-1.35957, 1.37659, 0.77507], [-1.57515, 0.41239, 0.91722], [-1.51552, 2.90069, 2.44861], [-0.71391, 3.73199, 1.53030], [-1.27037, 2.94225, 1.50621]],
  "forces_ev_per_angstrom": [[1.03, 1.39, 0.43], [0.03, 0.25, 1.43], [-0.97, -1.00, -1.84], [-0.96, -0.35, -0.01], [0.51, -0.94, -0.47], [-0.46, 0.00, -0.24], [0.05, 0.27, -0.08], [0.99, 0.16, 0.86], [0.53, 0.10, 0.29], [0.47, 0.32, -0.08], [-1.35, -0.30, -0.03], [-0.58, -0.29, 0.75], [-0.24, -0.08, 0.52], [0.90, 0.30, -1.49], [-0.21, -0.19, -0.36], [0.07, 0.07, -0.57], [0.18, 0.29, 0.89]]
}